Below is a structure of composition C44H37N3P2PtSe at a distorted geometry, with properties calculated with ωB97M-V with the def2-TZVPD basis set.

Energy above the lowest of the compared OMol25 structures with the same formula, charge and spin (kJ/mol): 47.3
HOMO-LUMO gap (eV): 6.85
Energy (Ha): -5066.620704
2S+1: 1
E_HOMO (eV): -6.5

Element x y z (Å)
Pt1 -0.506 -1.056 -1.048
C1 3.936 -3.280 4.510
C2 4.082 -3.481 3.143
C3 3.202 -2.877 2.257
C4 2.151 -2.080 2.717
C5 2.014 -1.890 4.091
C6 2.904 -2.481 4.981
P1 1.029 -1.381 1.438
C7 0.056 -0.183 2.426
C8 -1.287 -0.371 2.743
C9 -1.989 0.605 3.442
C10 -1.363 1.782 3.828
C11 -0.022 1.978 3.515
C12 0.675 1.005 2.815
C13 -0.147 -2.748 1.180
C14 -0.310 -3.853 2.012
C15 -1.241 -4.829 1.689
C16 -2.013 -4.687 0.541
C17 -1.867 -3.583 -0.287
C18 -0.915 -2.615 0.017
H1 4.627 -3.743 5.204
H2 4.885 -4.101 2.765
H3 3.323 -3.028 1.188
H4 1.205 -1.278 4.471
H5 2.782 -2.320 6.045
H6 -1.795 -1.274 2.426
H7 -3.034 0.441 3.679
H8 -1.914 2.543 4.367
H9 0.477 2.893 3.813
H10 1.721 1.170 2.567
H11 0.295 -3.948 2.908
H12 -1.372 -5.690 2.333
H13 -2.748 -5.444 0.294
H14 -2.495 -3.452 -1.157
N1 -2.491 -0.695 -0.966
P2 -2.789 0.695 -1.600
C19 -3.349 0.685 -3.338
C20 -3.607 1.820 -4.109
C21 -4.010 1.697 -5.430
C22 -4.159 0.434 -5.994
C23 -3.895 -0.698 -5.239
C24 -3.487 -0.573 -3.916
C25 -1.322 1.808 -1.628
C26 -0.699 2.234 -2.801
C27 0.438 3.031 -2.757
C28 0.973 3.410 -1.535
C29 0.385 2.962 -0.356
C30 -0.753 2.167 -0.404
C31 -4.063 1.604 -0.670
C32 -3.975 1.480 0.717
C33 -4.874 2.136 1.544
C34 -5.889 2.907 0.992
C35 -6.003 3.012 -0.386
C36 -5.095 2.362 -1.214
H15 -3.474 2.810 -3.685
H16 -4.205 2.583 -6.021
H17 -4.476 0.338 -7.026
H18 -4.003 -1.683 -5.678
H19 -3.265 -1.441 -3.305
H20 -1.098 1.939 -3.763
H21 0.898 3.359 -3.681
H22 1.841 4.056 -1.498
H23 0.797 3.239 0.607
H24 -1.204 1.841 0.526
H25 -3.211 0.834 1.134
H26 -4.790 2.034 2.619
H27 -6.600 3.412 1.634
H28 -6.805 3.593 -0.824
H29 -5.216 2.438 -2.285
C37 4.785 -1.943 -2.544
N2 4.210 -0.852 -1.777
C38 2.908 -0.518 -1.750
Se1 1.480 -1.321 -2.620
N3 2.773 0.512 -0.904
C39 3.997 0.861 -0.361
C40 4.378 1.831 0.551
C41 5.724 1.895 0.873
C42 6.654 1.023 0.302
C43 6.269 0.054 -0.612
C44 4.922 -0.008 -0.925
H30 3.971 -2.501 -2.997
H31 5.352 -2.594 -1.879
H32 5.439 -1.551 -3.323
H33 1.865 0.915 -0.725
H34 3.657 2.504 0.998
H35 6.064 2.636 1.584
H36 7.696 1.105 0.582
H37 6.987 -0.625 -1.053

=====

Below is a structure of composition C40H30N6O3ReS4 at a distorted geometry, with properties calculated with ωB97M-V with the def2-TZVPD basis set.

Energy above the lowest of the compared OMol25 structures with the same formula, charge and spin (kJ/mol): 105.8
HOMO-LUMO gap (eV): 5.29
Energy (Ha): -3767.352210
2S+1: 1
E_HOMO (eV): -10.7
Total charge: +1

Element x y z (Å)
Re1 -0.302 -0.708 -0.770
O1 -1.945 -1.655 0.301
C1 -2.323 -3.062 -0.051
C2 -1.717 -3.319 -1.433
O2 -2.102 -4.202 -2.138
O3 -0.689 -2.474 -1.739
C3 -1.679 -4.015 0.966
C4 -1.232 -5.280 0.612
C5 -0.603 -6.095 1.553
C6 -0.416 -5.661 2.857
C7 -0.892 -4.411 3.230
C8 -1.521 -3.604 2.290
C9 -3.848 -3.176 -0.136
C10 -4.651 -2.046 -0.203
C11 -6.033 -2.170 -0.359
C12 -6.610 -3.423 -0.471
C13 -5.809 -4.551 -0.396
C14 -4.438 -4.429 -0.220
H1 -1.880 -1.592 1.259
H2 -1.354 -5.636 -0.404
H3 -0.251 -7.076 1.252
H4 0.088 -6.292 3.581
H5 -0.786 -4.065 4.254
H6 -1.917 -2.652 2.647
H7 -4.210 -1.059 -0.145
H8 -6.651 -1.277 -0.401
H9 -7.681 -3.520 -0.625
H10 -6.251 -5.537 -0.484
H11 -3.827 -5.320 -0.157
S1 3.193 1.071 4.768
C15 2.918 0.285 3.363
S2 1.752 -0.986 3.153
C16 2.060 -1.028 1.444
N1 2.960 -0.213 1.037
N2 3.461 0.514 2.112
C17 4.622 1.346 1.873
C18 4.539 2.350 0.932
C19 5.670 3.102 0.639
C20 6.866 2.832 1.287
C21 6.931 1.817 2.239
C22 5.803 1.069 2.537
S3 1.123 -2.118 0.421
H12 3.598 2.542 0.422
H13 5.614 3.890 -0.103
H14 7.754 3.408 1.047
H15 7.868 1.598 2.740
H16 5.840 0.274 3.273
C23 -3.833 4.800 -2.080
C24 -2.669 3.898 -2.392
C25 -1.484 4.388 -2.924
C26 -0.466 3.492 -3.153
N3 -0.584 2.178 -2.899
C27 -1.761 1.800 -2.417
S4 -2.007 0.035 -2.177
N4 -2.806 2.583 -2.138
H17 -4.361 5.060 -3.003
H18 -3.500 5.734 -1.620
H19 -4.534 4.288 -1.424
H20 -1.358 5.441 -3.144
H21 0.487 3.821 -3.558
N5 5.475 1.934 -1.991
C28 4.509 1.400 -2.320
C29 3.290 0.736 -2.734
C30 3.117 0.328 -4.055
C31 1.975 -0.366 -4.394
C32 1.030 -0.612 -3.425
N6 1.188 -0.180 -2.150
C33 2.310 0.470 -1.807
H22 3.880 0.555 -4.794
H23 1.803 -0.722 -5.400
H24 0.134 -1.165 -3.645
H25 2.418 0.765 -0.772
C34 -0.157 0.770 0.226
C35 -0.202 1.922 1.058
C36 -1.259 2.831 0.914
C37 -1.320 3.927 1.752
C38 -0.344 4.111 2.730
C39 0.709 3.209 2.869
C40 0.786 2.115 2.033
H26 -2.025 2.654 0.162
H27 -2.132 4.637 1.652
H28 -0.413 4.958 3.404
H29 1.464 3.356 3.633
H30 1.598 1.400 2.132

=====

Below is a cluster of 2 separate species, C3H13N2O in total at a distorted geometry, with properties calculated with ωB97M-V with the def2-TZVPD basis set.

Energy above the lowest of the compared OMol25 structures with the same formula, charge and spin (kJ/mol): 80.6
HOMO-LUMO gap (spin up / spin down) (eV): 11.63 / 6.23
Energy (Ha): -306.124384
2S+1: 2
E_HOMO (spin up / spin down) (eV): -19.1 / -19.1
Total charge: +2

Element x y z (Å)
C1 -0.416 1.489 0.095
C2 -0.934 0.209 -0.548
C3 -0.559 -1.183 0.048
N1 -0.950 -1.205 1.557
N2 0.745 1.373 0.890
H1 -1.217 1.966 0.684
H2 -0.203 2.310 -0.636
H3 -2.016 0.124 -0.416
H4 -0.885 0.186 -1.633
H5 -1.200 -1.899 -0.446
H6 0.486 -1.455 0.087
H7 -1.873 -0.818 1.721
H8 -0.281 -0.624 2.057
H9 -0.924 -2.169 1.901
H10 1.079 2.247 1.316
H11 1.504 0.803 0.482
H12 2.465 -0.977 -2.284
H13 1.920 0.383 -2.367
O1 1.713 -0.462 -1.940

=====

Below is a cluster of 2 separate species, C3H5N3O in total, with properties calculated with ωB97M-V with the def2-TZVPD basis set.

Energy above the lowest of the compared OMol25 structures with the same formula, charge and spin (kJ/mol): 411.6
HOMO-LUMO gap (eV): 9.34
Energy (Ha): -356.700623
2S+1: 1
E_HOMO (eV): -9.1

Element x y z (Å)
N1 -1.675 -0.914 0.858
C1 -0.550 -1.577 1.186
N2 0.443 -2.097 1.490
C2 1.603 0.503 -0.067
O1 1.578 -0.617 -0.734
C3 0.709 1.502 -0.694
N3 -0.555 1.481 -0.497
H1 -2.338 -1.477 0.338
H2 -1.464 -0.011 0.404
H3 2.065 -1.291 -0.221
H4 1.234 2.333 -1.185
H5 -1.001 2.324 -0.859

=====

Below is an isolated molecule of C3H5NO2 at a distorted geometry, with properties calculated with ωB97M-V with the def2-TZVPD basis set.

Energy above the lowest of the compared OMol25 structures with the same formula, charge and spin (kJ/mol): 464.7
HOMO-LUMO gap (eV): 10.05
Energy (Ha): -322.397330
2S+1: 1
Structure (SMILES): C=CO/C=N/O
E_HOMO (eV): -9.1

Element x y z (Å)
C1 -2.298 -0.219 0.081
C2 -1.048 -0.354 -0.251
O1 -0.374 0.895 -0.128
C3 0.887 0.802 -0.051
N1 1.514 -0.278 -0.213
O2 2.940 -0.110 0.002
H1 -2.619 0.795 0.168
H2 -2.881 -1.065 0.123
H3 -0.516 -1.191 -0.187
H4 1.232 1.868 0.087
H5 3.162 -1.143 0.369

=====

Below is a cluster of 2 separate species, C25H34N5O6 in total at a distorted geometry, with properties calculated with ωB97M-V with the def2-TZVPD basis set.

HOMO-LUMO gap (eV): 8.09
Energy (Ha): -1698.159568
2S+1: 1
E_HOMO (eV): -10.6
Total charge: +1

Element x y z (Å)
O1 0.536 -4.277 -6.006
O2 -2.003 1.880 1.800
O3 -0.569 3.419 -0.477
O4 -1.136 -2.498 -3.650
O5 -0.446 0.556 2.753
O6 1.101 1.918 -0.633
C1 0.089 -5.395 -5.793
C2 -0.838 1.649 2.062
C3 0.205 2.659 0.067
C4 -1.546 -3.629 -3.867
C5 2.851 -1.467 -1.444
C6 -3.571 6.729 4.667
C7 -3.523 5.339 4.816
C8 -2.386 7.453 4.504
C9 2.142 4.221 6.102
C10 2.771 3.621 5.016
C11 -2.291 4.673 4.804
C12 -1.156 6.786 4.498
C13 0.874 4.778 5.942
C14 2.122 3.566 3.783
C15 -1.098 5.392 4.645
C16 0.203 4.718 4.713
C17 0.817 4.072 3.610
N1 2.116 -0.800 -0.598
N2 -2.735 -3.778 -4.459
N3 2.797 -2.785 -1.532
N4 -0.455 -5.764 -4.626
N5 3.654 -0.791 -2.216
C18 0.139 -6.445 -6.878
C19 -3.462 -5.013 -4.758
C20 0.257 2.587 1.583
C21 0.166 3.998 2.235
C22 1.928 -3.698 -0.758
C23 0.546 -3.893 -1.407
C24 0.653 -4.536 -2.803
C25 -0.702 -4.867 -3.474
H1 -1.276 0.140 3.040
H2 0.889 2.182 -1.548
H3 -4.527 7.244 4.677
H4 -4.443 4.775 4.942
H5 -2.423 8.533 4.389
H6 2.642 4.274 7.065
H7 3.771 3.215 5.131
H8 -2.257 3.596 4.929
H9 -0.237 7.355 4.388
H10 0.398 5.272 6.786
H11 2.675 3.137 2.956
H12 2.088 0.209 -0.599
H13 1.472 -1.306 -0.019
H14 -3.173 -2.906 -4.720
H15 3.383 -3.213 -2.229
H16 -0.767 -6.720 -4.559
H17 4.203 -1.265 -2.911
H18 3.702 0.207 -2.135
H19 -0.875 -6.733 -7.151
H20 0.641 -6.028 -7.750
H21 0.691 -7.313 -6.524
H22 -3.357 -5.732 -3.944
H23 -4.523 -4.788 -4.886
H24 -3.088 -5.449 -5.685
H25 1.205 2.119 1.828
H26 -0.885 4.305 2.279
H27 0.674 4.729 1.598
H28 1.794 -3.322 0.258
H29 2.417 -4.671 -0.679
H30 0.046 -2.927 -1.470
H31 -0.047 -4.545 -0.764
H32 1.219 -5.464 -2.701
H33 1.218 -3.873 -3.461
H34 -1.303 -5.414 -2.750